Record 1
DFT (ωB97M-V with the def2-TZVPD basis set) results for the ion C4H8NO2 with charge -1.

Each line ends with the natural charge from an NBO analysis.
Positions of all 15 atoms, in Å:
C (0.696, -1.283, 0.323)  -0.622
C (0.051, 0.102, 0.447)  -0.062
C (1.026, 1.207, 0.799)  -0.610
N (-0.644, 0.405, -0.795)  -0.716
C (-1.864, -0.224, -1.216)  0.870
O (-2.377, 0.294, -2.233)  -0.811
O (-2.201, -1.230, -0.556)  -0.816
H (-0.091, -2.013, 0.165)  0.252
H (1.283, -1.342, -0.585)  0.188
H (1.358, -1.566, 1.153)  0.169
H (-0.747, -0.085, 1.168)  0.193
H (2.062, 0.872, 0.781)  0.193
H (0.849, 1.624, 1.794)  0.200
H (0.953, 2.035, 0.086)  0.202
H (-0.352, 1.205, -1.332)  0.370

Calculated values
**HOMO**: -3.8747 eV
**Frontier orbital gap**: 7.75 eV
**LUMO energy**: 0.1424 Eh
**SMILES**: CC(C)NC(=O)[O-]
**ΔE to the lowest compared entry with this formula, charge and spin**: 19.0 kJ/mol
**Total charge**: -1

=====

Record 2
DFT (ωB97M-V with the def2-TZVPD basis set) results for a structure of composition C32H30BrIN6O2STm.

Each line ends with the Mulliken charge.
Positions of all 74 atoms, in Å:
Tm (0.428, 0.722, 0.701)  0.010
O (1.047, -3.898, 1.723)  -0.633
C (1.602, -4.401, 0.577)  0.542
C (1.986, -5.734, 0.597)  -0.496
C (2.568, -6.294, -0.529)  -0.372
C (2.774, -5.528, -1.668)  -0.785
C (2.372, -4.200, -1.681)  -0.683
C (1.770, -3.627, -0.569)  0.000
C (1.234, -2.230, -0.571)  1.429
O (1.999, -1.420, -1.497)  -0.212
N (-0.143, -2.189, -0.960)  -0.260
N (-0.727, -0.930, -0.613)  0.215
C (-1.542, -0.503, -1.637)  -0.564
C (-2.383, 0.522, -1.624)  0.094
Br (-1.972, 1.437, 1.859)  -0.537
C (-3.458, 1.269, -1.576)  -0.658
C (-4.802, 0.777, -1.189)  0.735
C (-4.984, -0.466, -0.582)  -0.248
C (-6.251, -0.909, -0.239)  -0.558
C (-7.369, -0.116, -0.484)  -0.409
C (-7.198, 1.130, -1.072)  -0.489
C (-5.926, 1.570, -1.415)  -0.450
H (1.158, -2.932, 1.781)  0.201
H (1.840, -6.306, 1.504)  0.440
H (2.873, -7.334, -0.509)  0.364
H (3.243, -5.963, -2.542)  0.397
H (2.510, -3.590, -2.565)  0.477
H (1.441, -1.759, 0.395)  -0.611
H (-0.621, -2.939, -0.468)  0.269
H (-1.398, -0.994, -2.602)  0.360
H (-3.404, 2.339, -1.778)  0.096
H (-4.108, -1.070, -0.373)  0.362
H (-6.370, -1.876, 0.237)  0.351
H (-8.358, -0.461, -0.209)  0.352
H (-8.057, 1.764, -1.261)  0.345
H (-5.795, 2.547, -1.869)  0.337
I (3.324, -0.094, 1.529)  -0.421
C (1.063, 2.967, 0.571)  0.129
C (1.611, 4.238, 0.787)  -0.841
C (1.245, 5.299, -0.018)  -0.138
C (0.325, 5.100, -1.051)  -1.065
C (-0.174, 3.829, -1.243)  -0.156
N (0.205, 2.821, -0.458)  0.151
H (2.324, 4.385, 1.591)  0.365
H (1.663, 6.286, 0.149)  0.390
H (0.007, 5.912, -1.692)  0.397
H (-0.886, 3.604, -2.031)  0.468
C (1.853, -0.146, -1.307)  0.135
C (2.670, 0.579, -2.310)  0.314
C (3.952, 0.148, -2.650)  -0.394
C (4.709, 0.877, -3.552)  -0.679
C (4.180, 2.023, -4.140)  -0.362
C (2.898, 2.444, -3.815)  -0.750
C (2.153, 1.734, -2.883)  -0.126
H (4.356, -0.736, -2.171)  0.443
H (5.715, 0.558, -3.793)  0.385
H (4.774, 2.592, -4.845)  0.379
H (2.485, 3.338, -4.266)  0.396
H (1.162, 2.059, -2.599)  0.324
C (1.628, 2.457, 4.436)  -0.755
C (0.344, 1.824, 4.967)  -0.311
C (0.126, 0.455, 4.406)  0.072
N (0.453, 0.125, 3.216)  0.073
N (0.029, -1.121, 2.823)  -0.016
C (-0.664, -1.718, 3.743)  0.295
N (-1.206, -2.961, 3.623)  -0.415
S (-0.776, -0.795, 5.202)  -0.299
H (1.715, 3.480, 4.803)  0.388
H (1.625, 2.479, 3.346)  -0.107
H (2.507, 1.892, 4.746)  0.284
H (-0.522, 2.421, 4.665)  0.228
H (0.343, 1.776, 6.058)  0.366
H (-1.176, -3.369, 2.701)  0.192
H (-2.019, -3.170, 4.173)  0.248

Calculated values
**HOMO (alpha / beta)**: -3.9785 / -3.9851 eV
**Frontier orbital gap (alpha / beta)**: 6.16 / 6.16 eV
**LUMO energy (alpha / beta)**: 0.0800 / 0.0800 Eh
**Multiplicity**: 3
**Total charge**: -1

=====

Record 3
DFT (ωB97M-V with the def2-TZVPD basis set) results for an isolated molecule of C17H13N3O3S.

Each line ends with the natural charge from an NBO analysis.
Positions of all 37 atoms, in Å:
O (5.736, 1.270, 0.346)  -0.553
C (4.734, 0.615, 0.207)  0.665
N (4.629, -0.739, 0.523)  -0.601
C (3.368, -1.236, 0.269)  0.222
C (2.775, -2.465, 0.404)  -0.272
C (1.419, -2.569, 0.035)  -0.117
C (0.684, -1.518, -0.454)  -0.385
S (-1.043, -1.857, -0.771)  2.307
O (-1.645, -0.759, -1.479)  -0.945
O (-1.180, -3.170, -1.323)  -0.932
N (-1.594, -1.955, 0.819)  -0.841
C (-1.642, -0.673, 1.493)  -0.272
C (-2.663, 0.255, 0.881)  0.208
C (-2.368, 1.579, 0.580)  -0.253
C (-3.344, 2.351, -0.027)  -0.159
C (-4.575, 1.777, -0.304)  -0.263
C (-4.773, 0.454, 0.056)  0.056
N (-3.848, -0.287, 0.637)  -0.449
C (1.265, -0.239, -0.622)  0.031
C (0.708, 0.962, -1.116)  -0.190
C (1.475, 2.104, -1.180)  -0.213
C (2.823, 2.156, -0.775)  -0.132
C (3.391, 1.000, -0.300)  -0.138
C (2.606, -0.160, -0.237)  -0.087
H (5.403, -1.272, 0.887)  0.423
H (3.303, -3.328, 0.779)  0.227
H (0.914, -3.517, 0.128)  0.246
H (-2.505, -2.396, 0.820)  0.415
H (-0.643, -0.233, 1.437)  0.211
H (-1.887, -0.857, 2.544)  0.229
H (-1.394, 1.986, 0.805)  0.218
H (-3.145, 3.380, -0.287)  0.216
H (-5.358, 2.340, -0.787)  0.221
H (-5.717, -0.044, -0.128)  0.194
H (-0.317, 0.962, -1.450)  0.259
H (1.025, 3.008, -1.564)  0.220
H (3.383, 3.076, -0.845)  0.230

Calculated values
**HOMO**: -8.6962 eV
**Frontier orbital gap**: 7.90 eV
**LUMO energy**: -0.0291 Eh
**SMILES**: O=C1Nc2ccc(S(=O)(=O)NCc3ccccn3)c3cccc1c23
**ΔE to the lowest compared entry with this formula, charge and spin**: 73.6 kJ/mol
**Total charge**: 0

=====

Record 4
DFT (ωB97M-V with the def2-TZVPD basis set) results for a structure of composition B3F12MnNO3.

Each line ends with the natural charge from an NBO analysis.
Positions of all 20 atoms, in Å:
Mn (0.019, -0.159, 0.015)  1.670
N (-1.044, 2.423, -1.629)  0.737
O (-0.189, 2.618, -2.505)  -0.504
O (-1.036, 1.327, -0.987)  -0.661
O (-1.799, 3.313, -1.254)  -0.487
B (-1.122, 0.645, 2.368)  1.329
F (-0.523, -0.629, 2.131)  -0.567
F (-1.173, 0.942, 3.735)  -0.564
F (-0.301, 1.559, 1.629)  -0.568
F (-2.419, 0.653, 1.831)  -0.558
B (-0.782, -2.419, -1.233)  1.325
F (-0.843, -2.430, 0.200)  -0.573
F (0.438, -1.675, -1.445)  -0.571
F (-0.687, -3.701, -1.754)  -0.556
F (-1.920, -1.751, -1.663)  -0.548
B (2.740, -0.143, 0.113)  1.347
F (1.795, -0.794, 0.990)  -0.575
F (3.581, 0.673, 0.847)  -0.552
F (3.457, -1.036, -0.657)  -0.551
F (1.810, 0.584, -0.731)  -0.574

Calculated values
**HOMO (alpha / beta)**: -3.2576 / -3.3307 eV
**Frontier orbital gap (alpha / beta)**: 8.89 / 8.96 eV
**LUMO energy (alpha / beta)**: 0.2068 / 0.2068 Eh
**Multiplicity**: 6
**ΔE to the lowest compared entry with this formula, charge and spin**: 80.3 kJ/mol
**Total charge**: -2

=====

Question: The highest total charge belongs to which entry?
Answer: C17H13N3O3S